Below is 9 unconnected molecules or ions with the total composition C27H56O12S2, with properties calculated with the ωB97M-V functional and the def2-TZVPD basis.

Each line ends with the Mulliken charge.
Atoms and positions in Å:
H (4.707, 9.424, -1.403)  0.2796
C (-6.091, -7.870, -0.422)  -1.0195
H (0.953, -6.818, 4.052)  0.3400
H (-5.990, 5.866, 1.787)  0.3918
C (5.050, -1.179, 2.519)  -0.8669
H (-0.839, -3.005, 0.188)  0.6075
H (-5.701, 3.533, 0.875)  0.2252
H (3.778, -0.704, 4.199)  0.2844
H (4.452, 0.708, 3.377)  0.2826
H (-4.602, -9.173, -1.289)  0.3065
H (1.070, -5.148, 2.171)  0.0838
H (-3.078, 2.999, 1.812)  0.0893
H (-3.568, -7.629, 0.089)  0.2658
C (5.470, 8.651, -1.263)  -0.1987
C (4.041, -0.288, 3.221)  -0.2925
O (2.861, -0.118, 2.441)  -0.3597
O (-0.713, -6.180, 1.996)  -0.5122
H (-7.848, 4.290, 1.329)  0.3091
C (1.983, -1.208, -0.448)  0.7158
S (-2.907, 0.673, -1.207)  0.9326
H (3.707, -2.454, -0.710)  0.6038
C (3.957, 5.773, -3.916)  -0.8500
O (-7.498, 3.599, 1.899)  -0.5612
C (3.753, 4.274, -3.827)  -0.0540
H (-2.210, -4.163, -1.693)  0.2331
H (5.470, 3.886, -2.993)  0.3001
H (3.001, 6.298, -3.973)  0.3403
O (-3.747, -7.352, -0.816)  -0.4819
H (3.157, 4.022, -2.941)  0.1017
O (1.664, -3.015, 1.044)  -0.6197
C (2.079, 1.021, -1.374)  -0.9554
H (4.498, 6.139, -3.042)  0.0469
C (1.400, 0.036, -0.669)  0.7168
H (-5.901, -8.164, 0.613)  0.3119
H (4.630, -2.172, 2.345)  0.2304
O (-1.432, 2.953, 4.770)  -0.5526
H (-1.011, -5.897, 2.865)  0.2814
H (6.889, 9.977, -0.308)  0.3197
C (-2.416, 3.394, 3.836)  -0.3860
H (5.315, -0.759, 1.547)  0.1325
H (-4.793, -3.965, -3.059)  0.2621
C (6.396, 9.022, -0.119)  -1.0639
C (-4.864, -8.111, -1.282)  -0.2518
H (5.840, 9.102, 0.817)  0.3260
H (-1.990, -4.895, -3.874)  0.2775
O (4.836, 7.391, -1.047)  -0.4949
H (7.159, 8.255, 0.015)  0.2898
H (-0.567, 3.115, 4.381)  0.3083
H (1.031, -6.473, 1.008)  0.2811
C (-2.311, 2.664, 2.511)  -0.4989
H (4.323, 7.455, -0.236)  0.2687
H (2.480, -0.993, 2.307)  0.2041
O (-3.444, 1.619, -0.273)  -0.4563
H (-6.947, -8.438, -0.788)  0.3417
H (4.546, 6.022, -4.800)  0.2937
C (-5.607, 5.054, 2.409)  -0.9165
H (-5.973, 5.219, 3.423)  0.2520
C (-4.078, -4.731, -3.361)  -0.5910
H (-2.309, 4.474, 3.685)  0.2893
C (3.261, -1.495, -0.914)  -0.7327
H (-4.442, -5.212, -4.271)  0.3924
H (3.886, 1.479, -2.436)  0.5900
H (-2.894, -0.749, 0.639)  0.4217
O (-0.321, 1.359, 0.256)  -0.4487
O (-2.240, -3.489, -2.381)  -0.4188
H (-4.037, -5.474, -2.562)  -0.1159
H (0.928, -8.129, 2.877)  0.2770
O (4.995, 3.573, -3.769)  -0.5239
H (1.630, 1.984, -1.549)  0.5968
H (-1.336, 2.827, 2.052)  0.3332
C (3.940, -0.513, -1.638)  -0.4669
C (-0.860, -0.907, -0.108)  0.7918
H (-5.051, -7.798, -2.308)  0.2656
C (3.352, 0.729, -1.870)  -0.2424
C (-0.282, -2.082, 0.124)  -0.9299
C (-2.707, -4.125, -3.572)  -0.3749
O (-3.719, 0.227, -2.302)  -0.6544
C (1.281, -7.112, 3.052)  -1.1447
H (2.371, -7.111, 3.034)  0.3467
C (0.718, -6.168, 2.005)  0.0710
H (-1.782, 1.204, -1.745)  0.0760
H (-2.641, -1.616, -0.917)  0.2066
C (-2.348, -0.779, -0.297)  -0.6346
H (6.030, 8.556, -2.192)  0.2817
H (-2.731, -3.360, -4.346)  0.3114
C (0.040, 0.287, -0.140)  0.0599
H (-4.517, 5.112, 2.416)  0.1999
C (-6.075, 3.707, 1.889)  -0.0916
H (3.228, 3.900, -4.705)  0.3228
H (-2.424, 1.589, 2.659)  0.1969
H (-5.704, 2.903, 2.524)  0.2066
S (5.588, -0.848, -2.244)  -0.2133
H (-6.350, -6.810, -0.420)  0.2672
H (5.241, -1.547, -3.332)  0.1613
H (5.959, -1.288, 3.113)  0.4040
H (-3.386, 3.212, 4.297)  0.2318
C (1.178, -2.191, 0.310)  -0.1630

Results
structure (SMILES) = O=C1C=C(C[SH](=O)=O)C(=O)c2ccc(S)cc21.CCO.CCO.CCO.CCO.CCO.CCO.CCO.CCO
LUMO energy = -1.31 eV
largest force on an atom = 0.982 eV/Å
HOMO-LUMO gap = 0.305 Eh
DFT total energy = -75144.0868 eV
charge = 0

***

Below is 4 unconnected molecules or ions with the total composition C27H57B2N5O11PS at a distorted geometry, with properties calculated with the ωB97M-V functional and the def2-TZVPD basis.

Each line ends with the Mulliken charge.
Atoms and positions in Å:
N (-3.115, -4.256, -6.346)  0.1400
C (0.611, 0.172, 7.843)  -0.8112
C (-3.350, 0.621, -3.150)  -0.4531
O (1.976, 2.473, 5.463)  -0.6359
H (1.106, 0.062, 8.812)  0.3327
S (4.616, -0.290, 3.843)  -0.3014
C (5.100, 1.097, 1.440)  -0.8938
H (0.412, 1.105, -3.081)  0.6546
C (5.237, -0.266, 2.108)  -0.6254
C (-1.023, -1.517, 1.575)  -1.5904
H (-3.343, 3.258, -1.297)  0.2136
H (-3.750, -1.411, -3.496)  0.2112
H (1.350, 2.749, -1.628)  0.4209
C (0.286, -0.953, 0.980)  1.5308
C (2.105, -1.472, -0.846)  -2.0089
H (-0.809, -2.117, 2.461)  0.2774
C (-2.763, -4.089, -7.740)  -0.9188
H (6.770, 5.860, -0.572)  0.3501
C (1.597, -2.586, 4.112)  -0.0801
H (-3.163, 4.767, 0.854)  0.4289
H (0.147, -0.051, -1.768)  -0.2776
H (-0.472, 0.153, 7.995)  0.3320
O (-2.104, 0.904, -0.628)  -0.5420
C (1.628, 1.455, 6.022)  0.7787
H (-8.120, -2.707, 0.714)  0.3443
C (-2.869, -0.787, -3.442)  -0.4726
H (-2.035, -5.125, -4.779)  0.2862
H (0.073, 0.040, 0.600)  -0.5321
C (6.226, 3.796, -0.454)  0.2634
C (-7.052, -2.621, 0.500)  -0.9626
H (2.988, 0.917, -2.143)  0.1680
H (-1.677, -4.050, -7.849)  0.3452
B (5.972, 1.560, -1.199)  1.0995
C (2.592, 1.133, -1.138)  -0.1886
H (-3.995, 0.918, -3.975)  0.4956
H (-1.740, -0.741, 1.822)  0.3294
H (-6.246, 0.495, 0.422)  0.2128
C (-2.434, 4.034, 0.516)  -1.1673
H (0.969, -2.870, 0.418)  0.6144
H (-2.342, -0.823, -4.392)  0.2379
O (-5.997, -0.439, -2.137)  -0.6480
N (-6.794, -1.409, -0.248)  0.1086
P (-1.458, 1.627, -1.733)  0.7373
H (1.794, 0.459, 5.591)  -0.1802
H (-3.188, -3.165, -8.127)  0.2924
H (-3.975, 0.608, -2.269)  0.2676
O (6.855, 2.603, -0.864)  -0.5605
O (6.154, 1.063, -2.509)  -0.5787
H (2.736, 0.027, 0.694)  -0.0671
C (3.372, -1.491, 3.735)  0.4794
B (4.713, 0.971, -0.163)  0.1968
C (7.229, 4.927, -0.246)  -1.3512
C (0.726, 2.671, 7.902)  -0.9652
H (2.812, -2.295, -0.774)  0.3147
H (-4.170, -2.498, -6.308)  0.2698
H (-2.490, 4.800, -1.475)  0.3408
H (0.090, 3.299, 7.277)  0.2878
H (-2.650, 3.090, 1.014)  0.2166
H (6.277, -0.573, 2.176)  0.5999
O (-2.282, 1.591, -3.099)  -0.4744
H (-2.056, -6.054, -6.295)  0.3859
C (-6.237, -1.428, -1.473)  0.2821
H (6.669, 0.254, -2.502)  0.2402
H (4.719, -1.063, 1.582)  0.3479
H (-7.574, -0.275, 1.322)  0.3918
H (5.654, 3.679, 0.469)  0.0819
O (4.204, -0.349, -0.593)  -1.0566
H (6.008, 1.666, 1.637)  0.4587
H (0.989, -0.840, 1.805)  -0.0662
O (2.286, -1.547, 4.584)  -0.2841
O (-4.184, -3.447, -4.515)  -0.6347
H (1.859, -1.398, -1.904)  0.4424
H (1.657, 3.208, 8.087)  0.2884
H (-1.463, -2.207, 0.858)  0.3178
C (0.220, 1.002, -2.013)  -0.0981
H (-3.147, -4.927, -8.326)  0.3366
H (-3.496, -5.998, -5.251)  0.2871
C (2.796, -0.220, -0.373)  1.3241
H (-7.855, 0.394, -0.304)  0.2867
H (8.137, 4.804, -0.831)  0.3385
H (0.892, -0.665, 7.207)  0.1972
C (0.823, -1.911, -0.076)  -0.6271
H (-6.735, -3.489, -0.072)  0.3031
H (7.467, 5.077, 0.804)  0.2786
C (-3.866, -3.355, -5.682)  0.1932
C (-7.139, -0.124, 0.336)  -0.8750
C (-2.476, 3.831, -0.978)  -0.1648
O (3.565, 1.920, -0.502)  -0.7620
H (0.670, -2.979, 4.488)  0.5016
C (-2.646, -5.429, -5.629)  -0.9502
O (-1.259, 3.171, -1.395)  -0.3996
N (3.313, -2.422, 2.883)  -0.1606
H (4.302, 1.644, 1.952)  0.3127
H (-6.502, -2.600, 1.443)  0.3468
H (-1.450, 4.351, 0.845)  0.2936
H (-6.001, -2.445, -1.831)  0.2123
H (-2.217, -1.101, -2.629)  -0.0456
H (0.843, 1.970, -0.168)  0.4116
C (1.232, 1.769, -1.163)  -0.8966
H (5.496, 4.123, -1.197)  0.2214
N (1.004, 1.419, 7.224)  0.0848
H (0.016, -2.052, -0.799)  0.1550
H (0.225, 2.474, 8.847)  0.3783
N (2.140, -3.136, 3.114)  -0.5713

Results
LUMO energy = 2.03 eV
largest force on an atom = 1.932 eV/Å
HOMO-LUMO gap = 0.206 Eh
DFT total energy = -80378.9068 eV
charge = -1